Formula: C11H16N2
Source: the OMol25 dataset
Level of theory: wB97M-V/def2-TZVPD

Last column: Mulliken charge in e.
Cartesian coordinates (Å):
N 0.30264 -1.19757 0.63820  0.01
N -0.58495 -2.70346 -1.70710  -0.41
C 1.10987 3.49771 -0.74022  -1.47
C 0.04067 0.17637 0.78899  1.12
C -0.82006 -2.13280 0.71864  -0.80
C 1.25393 -1.60732 -0.38478  -0.96
C -0.77433 0.61030 1.86451  -0.58
C -1.52324 -2.28270 -0.64743  -0.74
C 0.57873 -1.81976 -1.74136  -0.59
C -0.94744 1.96987 2.08679  -0.61
C 0.46864 2.49959 0.19288  0.20
C 0.63867 1.14756 -0.03306  -0.10
C -0.36508 2.92334 1.23968  -0.72
H 0.48116 3.66853 -1.62447  0.28
H -0.28149 -3.64223 -1.49295  0.29
H -1.20363 -0.09581 2.54314  0.41
H 0.20296 -0.86222 -2.09054  0.35
H -1.52523 -1.83023 1.47755  0.33
H -0.41760 -3.09637 1.04887  0.37
H -1.54091 2.33121 2.93476  0.34
H 1.68446 -2.57629 -0.03053  0.36
H -1.99526 -1.32520 -0.88539  0.31
H 1.31016 -2.16609 -2.48566  0.38
H 2.06254 -0.88097 -0.41064  0.50
H 1.26817 0.82521 -0.86557  0.19
H -0.47150 3.99002 1.45428  0.34
H 1.26400 4.44263 -0.21977  0.40
H 2.09454 3.14478 -1.04340  0.36
H -2.31040 -3.00812 -0.58543  0.43

Properties
HOMO-LUMO gap   8.4 eV
Strongest force on any atom   1.1 eV Å⁻¹
HOMO level   -7.5 eV
Electronic energy   -538.25185 Ha
Energy relative to the best compared isomer or geometry (same formula, charge and spin)   11.0 kcal/mol
Spin multiplicity   1
LUMO level   0.98 eV
Molar mass   176.3 g mol⁻¹